[1]
The following is a quantum chemistry calculation of a molecular structure, C4H4NdO6 in a non-equilibrium geometry, from the OMol25 dataset.

The geometry in XYZ format:
```
15
Properties=species:S:1:pos:R:3
O -2.4968 -0.8024 -1.8554
C -1.4464 -1.0309 -1.1945
O -0.8035 -2.1049 -1.3763
O -1.0520 -0.1175 -0.3264
O -0.3579 0.3156 1.7388
C 0.3445 1.5170 1.6581
C -0.1129 -0.4647 0.6479
Nd -2.6941 -3.1687 -3.1583
H 0.8279 1.7450 2.6106
H -0.1534 2.2557 1.0188
H 0.0264 -1.5351 0.8142
C 1.5624 0.6970 0.4553
O 2.5540 0.1677 0.8894
H 2.2892 1.1639 -1.2335
O 1.5129 1.3623 -0.6885
```

Energy relative to the best compared isomer or geometry (same formula, charge and spin), kcal/mol: 17.7
Charge: +2
⟨S²⟩: 6.25
DFT total energy, eV: -31752.573
LUMO (alpha / beta), eV: -10.50 / -10.34
HOMO level (alpha / beta), hartree: -0.5962 / -0.6405
2S+1: 5
Frontier orbital gap (alpha / beta), eV: 5.72 / 7.09

Atomic partial charges in e from the natural (NBO) method, atoms 1 to 8: -0.77 0.96 -0.82 -0.43 -0.51 0.09 0.65 1.92


[2]
The following is a quantum chemistry calculation of 2 unconnected molecules or ions with the total composition C4H4O in a non-equilibrium geometry, from the OMol25 dataset.

The geometry in XYZ format:
```
9
Properties=species:S:1:pos:R:3
C -1.3895 1.2124 0.0868
C -1.4035 -0.0713 -0.0539
O -1.4307 -1.2188 -0.2240
H -0.6299 1.7240 0.7317
H -2.2800 1.7155 -0.0955
C 1.7994 -1.2604 0.2999
C 1.7998 -0.3984 -0.4943
H 2.0745 -2.1759 0.6955
H 1.4599 0.4729 -0.9461
```

Energy relative to the best compared isomer or geometry (same formula, charge and spin), kcal/mol: 66.6
SMILES: C=C=O.C#C
DFT total energy, eV: -6256.490
LUMO, eV: 0.94
HOMO level, hartree: -0.3466
2S+1: 1
Frontier orbital gap, eV: 10.37

Atomic partial charges in e from the natural (NBO) method, atoms 1 to 8: -0.81 0.73 -0.45 0.27 0.26 -0.22 -0.23 0.22